No. 1
{
  "formula": "C22H32N4O4S",
  "method": "the ωB97M-V functional and the def2-TZVPD basis",
  "multiplicity": 1,
  "e_tot_ev": -48320.85685,
  "e_homo_ev": -8.6,
  "smiles": "Cc1cccc(C)c1NC(=O)CSc1nnc(CCCCCNC(=O)OC(C)(C)C)o1",
  "symbols": ["C", "C", "C", "C", "C", "C", "C", "C", "N", "C", "O", "C", "S", "C", "N", "N", "C", "C", "C", "C", "C", "C", "N", "C", "O", "O", "C", "C", "C", "C", "O", "H", "H", "H", "H", "H", "H", "H", "H", "H", "H", "H", "H", "H", "H", "H", "H", "H", "H", "H", "H", "H", "H", "H", "H", "H", "H", "H", "H", "H", "H", "H", "H"],
  "positions_angstrom": [[-5.68312, -1.03543, 0.89574], [-5.23708, -0.46640, -0.41288], [-6.06726, -0.53351, -1.52564], [-5.65482, -0.05918, -2.75529], [-4.39076, 0.48635, -2.89657], [-3.53939, 0.58342, -1.80838], [-2.17274, 1.18535, -1.94611], [-3.97949, 0.11995, -0.56345], [-3.07803, 0.21894, 0.52065], [-3.32241, 0.77806, 1.71868], [-4.36189, 1.28893, 2.07169], [-2.10231, 0.75049, 2.64716], [-1.64357, -0.92263, 3.22455], [-0.65216, -1.44228, 1.91759], [-0.48143, -0.87056, 0.76028], [0.39707, -1.63752, 0.07576], [0.72175, -2.62756, 0.83385], [1.65522, -3.74026, 0.55019], [2.53918, -3.45395, -0.66318], [3.46255, -2.26186, -0.42697], [4.33347, -1.95448, -1.64221], [5.08739, -0.63182, -1.47003], [4.18836, 0.49309, -1.37735], [3.84837, 1.04385, -0.18358], [4.44928, 0.85996, 0.84739], [2.77503, 1.83766, -0.35619], [2.21495, 2.57062, 0.75686], [1.78697, 1.60719, 1.86448], [0.98913, 3.26437, 0.16028], [3.22245, 3.59414, 1.27757], [0.08014, -2.56577, 2.03441], [-6.56315, -1.65910, 0.76146], [-5.92291, -0.23138, 1.59147], [-4.89047, -1.63200, 1.34691], [-7.04739, -0.97541, -1.42136], [-6.31415, -0.12195, -3.60813], [-4.06343, 0.84772, -3.86057], [-2.05912, 2.02805, -1.26431], [-2.01467, 1.53889, -2.96151], [-1.39831, 0.45361, -1.71268], [-2.11312, -0.04044, 0.31662], [-1.22514, 1.17974, 2.16558], [-2.34625, 1.30109, 3.55498], [2.26387, -3.90639, 1.44280], [1.06532, -4.64667, 0.38228], [1.90006, -3.24853, -1.52288], [3.13268, -4.34395, -0.88011], [2.84916, -1.38896, -0.20341], [4.10294, -2.45062, 0.43693], [5.05686, -2.75632, -1.79842], [3.70355, -1.89131, -2.53297], [5.66643, -0.64240, -0.54422], [5.76542, -0.47357, -2.31419], [3.54092, 0.63973, -2.13660], [1.26140, 2.15237, 2.64427], [2.65667, 1.12056, 2.29715], [1.12858, 0.84856, 1.44635], [0.48058, 3.84726, 0.92274], [0.30583, 2.51988, -0.24027], [1.29179, 3.92412, -0.64826], [2.76935, 4.18889, 2.06581], [4.09699, 3.08583, 1.67447], [3.53489, 4.25353, 0.47078]],
  "lowdin_charge": [-0.0367, -0.1961, -0.0490, -0.0836, -0.0537, -0.2051, -0.0381, -0.1425, 0.1273, -0.5425, 0.0690, -0.3268, 1.0395, -0.6727, 0.0146, 0.1215, -0.3273, -0.1070, -0.1986, -0.2121, -0.1821, -0.1847, 0.0773, -0.5794, 0.0862, 0.0332, -0.5672, -0.0187, -0.0156, -0.0162, 0.0978, 0.0776, 0.0748, 0.0838, 0.1076, 0.1002, 0.1061, 0.0802, 0.0779, 0.0738, 0.0816, 0.0671, 0.0871, 0.1308, 0.1289, 0.1158, 0.1174, 0.0915, 0.1274, 0.1142, 0.1142, 0.1222, 0.1170, 0.1508, 0.0903, 0.0824, 0.0586, 0.0902, 0.0716, 0.0880, 0.0894, 0.0801, 0.0908]
}

No. 2
{
  "formula": "C5H9N2O",
  "method": "the ωB97M-V functional and the def2-TZVPD basis",
  "charge": 1,
  "multiplicity": 1,
  "e_tot_ev": -10347.07456,
  "e_homo_ev": -12.1,
  "symbols": ["C", "C", "C", "C", "C", "N", "N", "O", "H", "H", "H", "H", "H", "H", "H", "H", "H"],
  "positions_angstrom": [[-1.52493, 0.54554, -0.80127], [0.39070, 0.05583, 0.99010], [1.01147, 1.20877, 0.17803], [-1.20529, -0.87895, -0.77947], [1.48593, -0.81825, -0.64075], [-0.98675, -0.14604, 0.46152], [1.20561, -1.04974, 0.70014], [1.60537, 0.43261, -0.91573], [-2.48481, 0.87844, -0.50292], [0.42893, 0.27357, 2.16259], [-0.93622, 1.36147, -1.33810], [0.25726, 1.92681, -0.22166], [1.71996, 1.76823, 0.76752], [-1.96601, -1.79836, -0.81021], [1.79033, -1.58881, -1.39743], [0.85665, -1.95962, 0.94692], [-1.64820, -0.21149, 1.20071]],
  "lowdin_charge": [-0.0664, -0.2615, -0.0224, -0.0894, -0.0556, -0.0596, 0.1214, 0.0590, 0.1019, 0.2194, 0.1311, 0.1306, 0.1397, 0.1327, 0.1917, 0.1667, 0.1608]
}

No. 3
{
  "formula": "C52H52As3IrN5O5S3",
  "method": "the ωB97M-V functional and the def2-TZVPD basis",
  "multiplicity": 2,
  "e_tot_ev": -290314.66787,
  "e_homo_ev": [-6.9, -7.0],
  "symbols": ["Ir", "S", "C", "C", "C", "C", "C", "C", "As", "C", "C", "C", "C", "C", "C", "C", "C", "C", "C", "C", "C", "H", "H", "H", "H", "H", "H", "H", "H", "H", "H", "H", "H", "H", "H", "C", "C", "O", "H", "H", "H", "C", "As", "C", "C", "O", "H", "H", "H", "H", "H", "H", "H", "H", "H", "C", "C", "N", "C", "C", "N", "C", "N", "N", "N", "C", "C", "C", "C", "C", "C", "H", "H", "H", "H", "H", "H", "H", "H", "H", "H", "H", "C", "C", "C", "C", "C", "C", "As", "C", "C", "C", "C", "C", "C", "C", "C", "C", "C", "C", "C", "H", "H", "H", "H", "H", "H", "H", "H", "H", "H", "H", "H", "H", "H", "H", "O", "S", "O", "O", "S"],
  "positions_angstrom": [[0.93227, 1.38140, -0.92128], [0.56598, 0.14249, 1.06299], [2.05858, -0.11745, 1.93281], [2.00896, -0.65605, 3.22671], [3.17675, -0.93687, 3.91352], [4.42183, -0.70038, 3.32870], [4.46969, -0.16055, 2.05600], [3.28855, 0.14257, 1.37986], [3.28398, 0.89421, -0.37288], [4.41818, 2.45392, -0.08520], [5.05346, 3.01123, -1.16372], [5.91175, 4.11947, -1.04970], [6.18397, 4.66630, 0.22801], [5.53789, 4.20647, 1.31859], [4.45701, 3.16497, 1.25705], [4.49312, -0.41977, -1.15035], [5.71911, -0.12278, -1.72886], [6.53724, -1.14896, -2.19077], [6.13657, -2.47146, -2.08147], [4.91416, -2.77426, -1.49399], [4.10201, -1.75294, -1.02658], [1.04354, -0.84377, 3.68346], [3.11959, -1.35572, 4.91228], [5.33622, -0.93741, 3.85779], [5.42561, 0.02542, 1.57654], [4.90209, 2.58423, -2.14168], [6.39347, 4.51771, -1.93285], [6.92626, 5.44938, 0.33084], [5.76104, 4.62124, 2.29547], [4.59120, 2.43830, 2.06137], [6.05541, 0.89716, -1.81362], [7.49466, -0.90772, -2.63560], [6.77965, -3.26613, -2.43959], [4.59713, -3.80489, -1.39191], [3.17549, -1.99905, -0.52183], [2.88989, 5.27346, 1.60866], [3.03908, 3.77267, 1.56167], [2.10417, 3.03740, 1.73579], [3.52439, 5.70154, 2.38621], [1.84913, 5.52114, 1.80010], [3.20865, 5.69422, 0.65169], [-0.39213, 5.27338, -1.21549], [-1.47968, 3.85755, -0.52315], [-2.13495, 4.55496, 1.13552], [-2.98571, 3.75607, -1.70239], [-0.91783, 2.30819, -0.17204], [-0.99420, 6.17777, -1.11792], [-0.15569, 5.07542, -2.25717], [0.53453, 5.35129, -0.65280], [-2.05623, 5.63907, 1.15333], [-1.52928, 4.11280, 1.92437], [-3.17143, 4.25846, 1.27497], [-3.51544, 4.70872, -1.71699], [-3.64502, 2.96458, -1.35241], [-2.61979, 3.52292, -2.70007], [-2.05869, 0.50249, -2.36167], [-0.84723, -0.33695, -2.56508], [0.29360, -0.26410, -1.89656], [1.15322, -1.20715, -2.43346], [0.51745, -1.86653, -3.42471], [-0.74229, -1.29723, -3.50898], [-1.77767, -1.69412, -4.45130], [-2.12025, -3.08510, -4.37409], [-1.84833, -3.90513, -5.42814], [-2.15515, -5.10593, -5.10832], [-2.62938, -5.10209, -3.80223], [-3.07986, -6.15223, -2.99611], [-3.49170, -5.83369, -1.72253], [-3.46181, -4.50317, -1.24751], [-3.01492, -3.46446, -2.03083], [-2.60019, -3.80422, -3.32306], [-1.89996, 1.12535, -1.48470], [-2.94799, -0.11015, -2.19628], [-2.22588, 1.14751, -3.22973], [2.15661, -1.32057, -2.08750], [0.83236, -2.66234, -4.08213], [-1.42412, -1.52152, -5.46253], [-2.65779, -1.08643, -4.26678], [-3.09844, -7.16883, -3.36977], [-3.84759, -6.61538, -1.06259], [-3.78771, -4.29548, -0.23531], [-2.97887, -2.44982, -1.65095], [-7.30331, -1.92005, 1.27312], [-6.63069, -1.92246, 0.05768], [-5.27894, -1.60298, 0.01715], [-4.57676, -1.28344, 1.17885], [-5.26387, -1.27878, 2.39106], [-6.61660, -1.59867, 2.43793], [-2.67359, -0.83882, 0.97284], [-1.95421, -2.62261, 1.39456], [-0.79485, -3.04621, 0.74464], [-0.22955, -4.28315, 1.03597], [-0.83079, -5.12284, 1.96374], [-2.00357, -4.72385, 2.59622], [-2.55914, -3.48072, 2.31355], [-2.46313, 0.02376, 2.71179], [-1.81487, -0.55023, 3.79850], [-1.71517, 0.14126, 5.00215], [-2.27413, 1.40596, 5.13074], [-2.92650, 1.98239, 4.04727], [-3.00870, 1.29565, 2.84395], [-8.35781, -2.16517, 1.31222], [-7.15847, -2.16670, -0.85641], [-4.76152, -1.60167, -0.93769], [-4.74806, -1.01701, 3.30662], [-7.13576, -1.59682, 3.38882], [-0.32022, -2.39799, 0.01892], [0.68120, -4.59026, 0.53405], [-0.39183, -6.08737, 2.19126], [-2.48705, -5.38039, 3.31066], [-3.46748, -3.17865, 2.82049], [-1.37454, -1.53649, 3.70655], [-1.19612, -0.30857, 5.83990], [-2.20092, 1.94206, 6.06944], [-3.37112, 2.96621, 4.14461], [-3.49856, 1.75110, 1.99214], [1.85244, 3.45675, -1.11533], [2.08310, 3.26041, -2.63293], [3.04509, 2.20132, -2.92924], [2.39935, 4.51757, -3.25912], [0.24434, 2.53282, -3.11581]],
  "lowdin_charge": [0.8205, 0.6644, -0.6467, -0.0971, -0.0815, -0.0895, -0.1065, -0.4243, 1.2924, -0.2553, -0.1425, -0.0353, -0.0948, -0.0582, -0.2143, -0.3240, -0.0737, -0.0722, -0.0839, -0.0724, -0.1391, 0.0858, 0.1020, 0.0984, 0.1143, 0.0776, 0.1056, 0.1052, 0.1114, 0.1332, 0.0858, 0.1049, 0.1027, 0.1053, 0.1022, 0.0028, -0.3866, 0.0599, 0.0845, 0.0797, 0.0987, -0.2167, 1.0142, -0.1939, -0.2069, -0.7024, 0.0470, 0.0013, 0.0313, 0.0380, 0.0425, 0.0333, 0.0461, 0.0420, 0.0188, -0.0847, -0.3808, -0.1471, -0.0873, -0.0060, 0.0050, -0.0550, -0.0646, 0.0561, 0.0725, -0.2301, -0.0108, -0.0695, -0.0630, -0.0073, -0.1686, 0.0068, 0.0625, 0.0714, 0.0614, 0.1306, 0.1430, 0.1338, 0.1145, 0.1047, 0.1000, 0.0668, -0.0916, -0.0857, -0.1368, -0.3865, -0.1120, -0.0809, 1.3374, -0.4028, -0.1436, -0.0772, -0.0876, -0.0841, -0.1214, -0.4309, -0.1191, -0.0790, -0.0874, -0.0884, -0.1357, 0.1007, 0.1025, 0.0670, 0.0986, 0.1025, 0.0536, 0.1023, 0.1008, 0.1016, 0.0949, 0.0930, 0.1036, 0.1004, 0.1004, 0.0907, -0.5794, 0.0906, -0.4747, -0.3499, 0.4254]
}

Result set for M: 448.59; 113.14; 1340.20 g/mol, one per record in the order listed.